[1]
Formula: C5H6NO
Source: OMol25
Level of theory: ωB97M-V/def2-TZVPD

Each line ends with the natural charge from an NBO analysis.
Positions of all 13 atoms, in Å:
C  -1.27439  1.80956  0.22780  0.380
C  -1.97412  -0.60004  -0.07953  -0.046
C  -1.01024  -1.44471  0.02928  0.106
C  0.75908  0.04859  -0.33867  0.577
C  1.95998  0.68945  0.24172  -0.745
N  -1.74441  0.79705  -0.01370  -0.553
O  0.37199  -1.01758  0.22603  -0.376
H  -2.99440  -0.91911  -0.18588  0.285
H  -0.97288  -2.49597  -0.23196  0.263
H  0.24079  0.36076  -1.22148  0.218
H  1.74493  1.49318  0.97961  0.333
H  2.44450  1.30223  -0.43077  0.282
H  2.44917  -0.02341  0.79755  0.277

The highest occupied orbital energy is -15.9 eV. The total charge is +1. Its total energy is -8808.458 eV. The value obtained for the energy relative to the best compared isomer or geometry (same formula, charge and spin) is 433.52 kJ/mol. For the HOMO-LUMO gap, the calculation gives 9.7884 eV.

[2]
Formula: C5H6NO
Source: OMol25
Level of theory: ωB97M-V/def2-TZVPD

Each line ends with the natural charge from an NBO analysis.
Positions of all 13 atoms, in Å:
C  -0.43539  -2.07082  0.77838  0.487
C  -0.80112  -1.16534  -0.03655  -0.371
C  -0.45622  0.67833  -0.96797  -0.288
C  -0.14677  0.19604  0.55823  -0.080
C  1.27601  0.15827  0.99383  -0.632
N  -1.20050  -0.48290  -1.23579  0.345
O  -2.02756  -0.71685  -2.03875  -0.060
H  -0.79342  1.64438  -1.16389  0.285
H  0.67521  0.62143  -1.44153  0.310
H  -0.85005  0.56893  1.34113  0.269
H  2.02277  -0.33203  0.26257  0.243
H  1.24237  -0.24281  1.97412  0.257
H  1.49466  1.14338  0.97622  0.235

The highest occupied orbital energy (spin up / spin down) is -16.6 / -16.6 eV. The total charge is +1. Its total energy is -8803.492 eV. The value obtained for the energy relative to the best compared isomer or geometry (same formula, charge and spin) is 912.62 kJ/mol. For the HOMO-LUMO gap (spin up / spin down), the calculation gives 8.8079 / 8.8072 eV.

total energy of number 2 (C5H6NO)? -8803.492 eV